A molecular structure, C3H9NO. Source: the Open Molecules 2025 dataset; level of theory: the ωB97M-V functional and the def2-TZVPD basis.

Output
Relative energy (zero: lowest compared OMol25 entry of this formula, charge and spin)   6.048 eV
Kohn-Sham gap   7.608 eV
HOMO level   -7.79 eV

Geometry as XYZ:
```
14
Properties=species:S:1:pos:R:3:forces:R:3
C -0.301737 0.037453 -0.227970 0.3776 0.0476 -0.0794
C 1.502302 0.313175 -0.753996 -0.4861 -0.1079 0.3190
C -2.092929 -0.132712 0.407747 0.5454 0.0369 0.0394
N 2.146550 -0.026838 0.424658 0.0528 0.0248 -0.0158
O -0.187634 -0.057420 1.150896 -0.4299 0.0057 -0.2574
H 1.494978 0.202202 1.219661 0.0068 -0.0528 -0.1199
H 2.330201 -1.023029 0.484456 -0.0452 0.0734 -0.0317
H -0.632972 0.972219 -0.689429 -0.0761 0.0017 0.0484
H -0.434100 -0.880638 -0.808119 -0.0644 -0.0098 0.0446
H 1.724928 -0.312066 -1.613388 -0.0415 0.0024 0.0473
H 1.539449 1.375963 -0.980969 -0.0134 -0.0349 0.0036
H -2.592600 -0.107992 -0.558805 0.1078 0.0065 0.0276
H -2.181254 -1.082284 0.915149 0.0311 0.0334 -0.0101
H -2.315182 0.721968 1.030109 0.0351 -0.0272 -0.0154
```
Forces are in eV/Å.

***

2 unconnected molecules or ions with the total composition C3H9NO. Source: the Open Molecules 2025 dataset; level of theory: the ωB97M-V functional and the def2-TZVPD basis.

Output
SMILES   NC=O.CC
Relative energy (zero: lowest compared OMol25 entry of this formula, charge and spin)   1.158 eV
Kohn-Sham gap   10.697 eV
HOMO level   -9.92 eV

Geometry as XYZ:
```
14
Properties=species:S:1:pos:R:3:forces:R:3
N -2.409112 -2.235739 -0.054155 -1.1271 0.0804 0.1102
C -1.069333 -2.069459 -0.088287 3.8493 -2.4188 -2.2353
O -0.169912 -2.869534 -0.550924 -3.9368 2.4797 1.9948
H -3.032730 -1.448546 0.030523 0.6144 0.4167 0.3759
H -2.990720 -3.044520 -0.249006 1.2266 -0.3631 -0.2709
H -0.691473 -1.088674 0.259642 -0.6601 -0.1916 0.0460
C 0.990427 2.121730 0.587702 0.6934 0.1321 0.3546
C 1.602593 1.042906 -0.347159 -0.8349 -0.9717 -1.4451
H 0.210074 1.819213 1.335504 0.8336 -0.0354 -0.7735
H 0.574020 2.880578 -0.067713 -0.3955 0.1391 0.1851
H 1.810829 2.649108 1.126336 -0.6126 -0.4284 -0.1314
H 0.984794 0.089650 -0.449116 0.7047 1.1742 0.4427
H 1.547593 1.453263 -1.416083 0.5609 -0.5652 1.4465
H 2.642949 0.700024 -0.117265 -0.9159 0.5521 -0.0997
```
Forces are in eV/Å.

***

C3H9NO in the gas phase. Source: the Open Molecules 2025 dataset; level of theory: the ωB97M-V functional and the def2-TZVPD basis.

Output
SMILES   CNCCO
Relative energy (zero: lowest compared OMol25 entry of this formula, charge and spin)   2.170 eV
Kohn-Sham gap   10.030 eV
HOMO level   -8.97 eV

Geometry as XYZ:
```
14
Properties=species:S:1:pos:R:3:forces:R:3
C -1.892313 -0.062903 -0.402596 0.0196 0.8196 0.8291
N -0.647982 -0.853124 0.043562 -2.8338 1.5336 -1.3945
C 0.239689 0.076144 0.665975 0.0813 1.0228 1.2385
C 1.378955 0.472774 -0.229842 0.1464 -1.0335 2.1056
O 2.131653 -0.720149 -0.227704 3.1452 0.0759 -1.7547
H -2.464257 0.399108 0.601821 1.2757 -1.0906 -2.7258
H -2.588841 -0.709516 -1.017856 0.7638 0.7280 0.9058
H -1.557034 0.830072 -1.072004 -0.6022 -1.5810 1.2542
H -1.027929 -1.505077 0.696640 0.1510 -0.5225 0.5194
H -0.241440 1.079225 0.959050 0.1766 -1.4634 0.1720
H 0.734719 -0.440849 1.542394 -0.6065 0.9158 -0.6739
H 1.837737 1.253996 0.380220 0.6264 0.3773 -0.6391
H 1.092588 0.770259 -1.206991 -0.3118 0.4937 -0.9366
H 3.004454 -0.589965 -0.732671 -2.0319 -0.2757 1.1001
```
Forces are in eV/Å.

***

2 unconnected molecules or ions with the total composition C3H9NO. Source: the Open Molecules 2025 dataset; level of theory: the ωB97M-V functional and the def2-TZVPD basis.

Output
SMILES   C=CN.CO
Relative energy (zero: lowest compared OMol25 entry of this formula, charge and spin)   2.296 eV
Kohn-Sham gap   9.080 eV
HOMO level   -8.15 eV

Geometry as XYZ:
```
14
Properties=species:S:1:pos:R:3:forces:R:3
C -1.722342 0.523086 -0.330904 -0.7174 -2.8446 0.9158
C -1.998871 -0.290732 0.733601 2.2878 0.9328 -0.6737
N -1.068714 -0.526821 1.755366 -0.8505 -0.4763 -0.0896
H -2.400114 0.284821 -1.138701 0.0535 0.6921 -0.4349
H -0.675826 0.686254 -0.549441 -0.0227 0.9527 0.0050
H -2.809177 -0.999717 0.710310 -0.6911 0.4252 0.3934
H -1.413973 -0.685702 2.684520 0.0376 -0.0747 0.0074
H -0.134426 -0.167173 1.706139 -0.1017 0.3798 -0.1422
C 2.448955 0.159665 -0.435838 0.0877 0.4026 -0.8105
O 1.640717 0.261449 -1.617352 0.0825 -0.0797 0.2913
H 3.233456 0.919838 -0.536955 0.0511 -0.2834 0.2546
H 1.818111 0.439182 0.400631 0.0290 -0.1712 0.3453
H 2.902471 -0.834116 -0.298591 -0.2598 0.3474 0.0187
H 1.684728 -0.554116 -2.112450 0.0141 -0.2027 -0.0807
```
Forces are in eV/Å.

***

A molecular structure, C3H9NO. Source: the Open Molecules 2025 dataset; level of theory: the ωB97M-V functional and the def2-TZVPD basis.

Output
Relative energy (zero: lowest compared OMol25 entry of this formula, charge and spin)   6.039 eV
Kohn-Sham gap   10.585 eV
HOMO level   -9.61 eV

Geometry as XYZ:
```
14
Properties=species:S:1:pos:R:3:forces:R:3
C 1.102728 0.400441 0.190381 -5.1763 -4.8371 -3.3682
C -0.204158 0.845875 -0.404843 -2.9623 0.1076 -2.5303
C -1.525773 0.243441 0.177254 6.6445 -3.2951 5.1864
H 1.492544 -1.422355 -0.684013 5.2827 -6.0069 -15.0622
H 1.732992 -1.511913 0.658335 1.0102 -0.8859 2.6308
H 1.808053 0.746506 -0.333343 5.4990 3.6608 -3.8492
H 1.076024 0.835906 1.053673 0.5487 1.1436 6.0298
H -0.427631 2.057990 -0.151602 1.0388 -2.9894 -1.6984
H -0.251665 0.236443 -1.634139 0.1876 2.8593 3.0797
H -2.284959 0.758715 -0.148989 -4.4160 2.2246 -1.8778
H -1.409822 0.583438 1.495919 -0.6072 -1.2880 -3.4936
H -0.698649 -1.517572 -0.161991 -0.7200 0.4261 0.4418
N 1.222969 -1.048800 -0.011382 -6.6528 6.7248 14.3539
O -1.632658 -1.208110 -0.045256 0.3229 2.1556 0.1574
```
Forces are in eV/Å.

***

A gas-phase ion, C3H9NO (charge +1). Source: the Open Molecules 2025 dataset; level of theory: the ωB97M-V functional and the def2-TZVPD basis.

Output
Net charge   +1
Relative energy (zero: lowest compared OMol25 entry of this formula, charge and spin)   1.307 eV
Kohn-Sham gap (alpha / beta)   11.889 / 6.614 eV
HOMO level (alpha / beta)   -15.23 / -15.15 eV
Multiplicity   2

Geometry as XYZ:
```
14
Properties=species:S:1:pos:R:3:forces:R:3
C -1.278176 1.234877 1.197723 0.6171 -0.2855 1.6726
N 0.045518 0.862821 0.715222 -2.4788 0.2194 -2.7783
C 0.307446 -0.485023 0.276374 0.3984 -0.2451 -0.0542
C 0.976831 -0.574229 -1.116510 0.6224 -0.2767 0.6353
O 1.258941 -1.938857 -1.279642 -0.3533 -0.0203 -0.3651
H -1.259850 2.271277 1.516106 -0.0738 0.1763 -0.1474
H -2.061998 1.069054 0.454357 0.2542 0.0080 -0.4630
H -1.516751 0.610136 2.045079 -0.2072 -0.2082 0.3109
H 0.203752 1.530645 -0.051711 1.3452 0.2107 0.6197
H -0.618507 -1.059829 0.235625 -0.2503 0.0531 0.5367
H 0.973216 -0.991758 0.985625 0.0150 -0.0063 0.0333
H 1.925943 -0.038461 -1.071057 -0.0258 0.2173 -0.2400
H 0.346221 -0.203234 -1.922088 -0.1068 0.2945 0.0911
H 0.697414 -2.287418 -1.985105 0.2436 -0.1371 0.1485
```
Forces are in eV/Å.

***

A molecular structure, C3H9NO2. Source: the Open Molecules 2025 dataset; level of theory: the ωB97M-V functional and the def2-TZVPD basis.

Output
Relative energy (zero: lowest compared OMol25 entry of this formula, charge and spin)   4.758 eV
Kohn-Sham gap   9.244 eV
HOMO level   -8.45 eV

Geometry as XYZ:
```
15
Properties=species:S:1:pos:R:3:forces:R:3
C -1.168751 1.130885 0.772405 -1.6019 0.0245 -0.8679
C 2.266735 0.018740 -0.542125 -0.2476 0.6307 1.7411
C -1.166021 -0.050794 -0.204986 3.0865 -1.3713 2.0853
N 0.376701 -1.094734 -0.054574 -2.5407 2.1670 -0.9094
O -2.184879 -0.898543 0.171909 -0.0841 -2.5803 -3.0156
O 1.421771 -0.388061 0.577498 0.1105 0.0555 -1.7083
H -2.211351 1.003636 1.301622 2.4343 0.3821 -0.2892
H -0.227160 1.197912 1.377550 -1.1554 -0.1205 -0.3226
H -1.305709 2.039425 0.132427 0.4214 -0.4273 0.7669
H 3.043953 0.604113 0.003615 -0.6316 0.2779 -1.1013
H 1.652839 0.451576 -1.365742 0.5723 0.4697 0.9148
H 2.756661 -0.809306 -0.991532 0.3720 -1.1357 -0.1827
H -1.070185 0.161515 -1.251376 -0.3424 0.1582 -0.4588
H 0.037014 -1.722943 0.635300 -0.3136 -0.6106 1.0793
H -2.221616 -1.643424 -0.561985 -0.0798 2.0801 2.2685
```
Forces are in eV/Å.

***

A molecular structure, C3H9NO2. Source: the Open Molecules 2025 dataset; level of theory: the ωB97M-V functional and the def2-TZVPD basis.

Output
Relative energy (zero: lowest compared OMol25 entry of this formula, charge and spin)   2.978 eV
Kohn-Sham gap   11.063 eV
HOMO level   -10.05 eV

Geometry as XYZ:
```
15
Properties=species:S:1:pos:R:3:forces:R:3
C 1.086597 -0.102826 1.832286 -2.0562 0.4691 1.9944
C -0.943665 1.221732 1.564339 0.8844 0.2865 -0.6080
C 0.997628 0.527121 -1.911836 -0.4758 -0.1593 2.0158
N -0.197898 0.280857 1.211094 1.2931 -1.5242 0.0127
O -0.228629 0.436863 -1.468885 -1.4596 0.0369 -2.0410
O 1.932121 0.601129 -1.179752 1.7438 0.1759 0.6266
H 1.437359 0.669412 2.585196 -0.0134 -0.8175 -0.9761
H 0.868928 -1.054320 2.372137 0.0956 0.6937 -0.0964
H 1.761359 -0.394763 1.076389 0.9767 0.3389 -0.8394
H -2.248636 -3.071054 -3.115440 -1.5800 -0.3072 1.0605
H -1.802607 1.244517 0.875129 -0.2255 1.0453 1.0446
H -0.560798 1.974620 2.287444 -1.0118 -0.2461 -0.1103
H -2.909149 -3.201091 -2.673628 1.5804 0.3088 -1.0588
H 1.076706 0.496475 -2.946662 -0.0370 0.0422 -2.2591
H -0.269316 0.371329 -0.507810 0.2853 -0.3429 1.2346
```
Forces are in eV/Å.

***

2 unconnected molecules or ions with the total composition C3H9NO2. Source: the Open Molecules 2025 dataset; level of theory: the ωB97M-V functional and the def2-TZVPD basis.

Output
SMILES   CC(=O)O.CN
Relative energy (zero: lowest compared OMol25 entry of this formula, charge and spin)   0.973 eV
Kohn-Sham gap   9.564 eV
HOMO level   -8.92 eV

Geometry as XYZ:
```
15
Properties=species:S:1:pos:R:3:forces:R:3
C -1.429668 -1.962505 0.418773 1.1344 0.2038 -0.1115
C -0.604439 -0.940927 1.175973 -0.7458 -0.8983 0.7387
O 0.308584 -0.263999 0.820923 0.2275 0.2183 -0.1523
O -1.104239 -0.978200 2.442016 -0.1601 0.0579 0.3383
H -2.453235 -1.774703 0.634455 -0.8664 -0.1291 0.2208
H -1.130411 -2.964073 0.721307 -0.1607 0.0128 0.3313
H -1.262936 -1.916723 -0.630567 0.1926 0.3041 -0.8616
H -0.674256 -0.406460 3.091943 0.3761 0.1911 -0.4725
C 0.831930 2.132973 -1.656187 0.0684 -0.0767 -0.3955
N 1.710973 1.692976 -2.756047 0.2262 1.6301 0.4272
H 0.686584 1.379554 -0.885161 -0.1884 -0.0048 0.0046
H -0.110730 2.480825 -2.071781 -0.3038 -0.2246 0.1177
H 1.270710 3.009918 -1.183886 0.1119 0.0103 0.0511
H 2.629136 2.045050 -2.521863 0.1865 -0.3275 -0.3630
H 1.773989 0.713895 -2.883156 -0.0986 -0.9675 0.1268
```
Forces are in eV/Å.

***

A molecular structure, C3H9NO2. Source: the Open Molecules 2025 dataset; level of theory: the ωB97M-V functional and the def2-TZVPD basis.

Output
Net charge   +1
Relative energy (zero: lowest compared OMol25 entry of this formula, charge and spin)   6.528 eV
Kohn-Sham gap (alpha / beta)   8.428 / 6.894 eV
HOMO level (alpha / beta)   -15.70 / -15.61 eV
Multiplicity   2

Geometry as XYZ:
```
15
Properties=species:S:1:pos:R:3:forces:R:3
C -1.454596 -1.195269 0.698737 -1.6255 0.6172 1.4254
N -1.318845 0.196413 0.107038 4.4177 0.6571 2.3724
C -0.191053 0.888783 0.772383 -7.0407 -2.4848 -0.6606
C 0.932096 1.128234 0.003794 4.1252 -6.0124 2.1590
O 1.433612 -0.055637 0.490199 -1.2346 6.9994 -1.8159
H -2.513289 -1.333557 0.821387 -0.5834 -0.0705 0.2238
H -1.161470 -2.042480 0.094527 0.9076 0.4367 -0.5814
H -1.018540 -1.230005 1.696987 0.1250 -0.1363 -0.1921
H -1.200496 0.013740 -0.879627 0.4253 0.8154 -0.7124
H -0.350883 1.043311 1.865480 0.5657 -0.0431 -0.9246
H -0.692301 3.496910 0.252821 -0.4018 0.2300 0.6653
H -1.058714 3.661402 0.906984 0.3869 -0.2036 -0.6693
H 1.465063 -0.686484 -2.577753 -0.2800 -0.2931 0.6205
H 1.221117 -0.587978 -0.986670 -0.0070 -1.7118 -2.7805
O 0.919232 -1.024392 -1.839310 0.2198 1.1998 0.8704
```
Forces are in eV/Å.

***

The lowest relative energy (zero: lowest compared OMol25 entry of this formula, charge and spin) belongs to which entry? number 9

***

Which value of relative energy (zero: lowest compared OMol25 entry of this formula, charge and spin) does entry 1 give? 6.048 eV

***

Number 10 is which compound? C3H9NO2